(1)
A 2-piece molecular cluster, C6H13O4 overall at a distorted geometry. Source: OMol25; level of theory: the ωB97M-V functional and the def2-TZVPD basis.

Properties
Kohn-Sham gap (spin up / spin down)   10.17 / 7.70 eV
2S+1   2
Expectation value of S²   0.754
Molecular weight   149.17 g/mol
Energy relative to the best compared isomer or geometry (same formula, charge and spin)   0.753 eV

Last column: Mulliken spin population.
Positions of all 23 atoms, in Å:
H (-3.344, 0.727, -0.510)  0.0000
H (-0.893, -2.225, 0.056)  0.0000
O (0.359, -1.311, -2.129)  0.0008
C (3.884, 2.848, 0.381)  -0.0202
O (-0.412, -0.223, 0.335)  0.0003
H (1.494, -0.926, 0.763)  0.0006
H (4.463, 2.344, -0.415)  0.0292
H (-2.237, -0.257, -1.517)  0.0000
C (1.206, -0.961, -1.340)  0.0010
H (2.289, -1.099, -1.558)  0.0002
H (-2.835, -1.979, 1.751)  0.0000
C (-2.495, -1.200, 1.057)  0.0000
H (-4.009, -0.386, -1.746)  0.0000
O (2.553, 2.866, 0.119)  0.8733
O (-3.319, -1.305, -0.077)  0.0000
C (0.929, -0.347, 0.006)  0.0099
H (-2.634, -0.220, 1.551)  0.0000
H (1.413, 0.679, 0.017)  -0.0063
H (-0.529, -1.734, 1.735)  0.0000
H (4.209, 3.915, 0.348)  0.0969
H (4.134, 2.459, 1.383)  0.0137
C (-3.211, -0.251, -1.005)  0.0000
C (-1.017, -1.417, 0.796)  0.0006

***

(2)
A 2-piece molecular cluster, C6H13O4P overall at a distorted geometry. Source: OMol25; level of theory: the ωB97M-V functional and the def2-TZVPD basis.

Properties
Kohn-Sham gap   9.54 eV
SMILES   CCC(C)=C(O)O.COP=O
Molecular weight   180.14 g/mol
Energy relative to the best compared isomer or geometry (same formula, charge and spin)   3.375 eV

Last column: Löwdin charge in e.
Positions of all 24 atoms, in Å:
C (2.360, -1.639, 1.360)  -0.1878
O (2.443, -0.497, 0.537)  -0.4467
H (-0.762, -0.210, -2.882)  0.0949
H (0.719, 2.530, 0.713)  0.1311
H (-2.190, -0.828, -1.919)  0.0526
C (0.012, 1.218, -0.556)  -0.3488
O (0.373, 2.161, -1.534)  0.0062
C (-0.858, 0.240, -0.757)  -0.2694
H (-2.357, 0.663, 1.559)  0.0764
P (2.947, 0.998, 0.922)  0.8005
H (1.068, 1.813, -2.215)  0.1693
O (0.690, 1.556, 0.619)  -0.0959
H (3.449, -2.102, 1.326)  0.1154
H (1.961, -1.396, 2.445)  0.1054
O (3.452, 1.492, -0.339)  -0.4173
H (1.566, -2.343, 0.966)  0.0812
H (-3.168, -0.042, 0.012)  0.1272
H (-1.140, -1.803, 0.242)  0.1371
C (-2.468, -0.255, 0.972)  -0.0727
H (-2.296, 0.701, -2.394)  0.1010
C (-1.123, -0.676, 0.346)  -0.2378
H (-2.876, -0.947, 1.625)  0.0320
C (-1.509, -0.037, -2.089)  -0.0335
H (-0.295, -0.598, 1.041)  0.0797

***

(3)
C6H13O7Tl as an isolated structure at a distorted geometry. Source: OMol25; level of theory: the ωB97M-V functional and the def2-TZVPD basis.

Properties
Kohn-Sham gap   1.68 eV
Molecular weight   401.55 g/mol
Energy relative to the best compared isomer or geometry (same formula, charge and spin)   2.055 eV
Total charge   +2

Last column: Löwdin charge in e.
Positions of all 27 atoms, in Å:
O (3.216, -4.456, 5.277)  0.0228
H (2.233, -1.510, -2.899)  0.0685
H (4.984, -5.079, 4.473)  0.1151
C (-0.376, -4.359, 5.129)  -0.0384
H (-3.225, 6.237, -5.509)  0.1141
O (-2.632, 3.644, -4.684)  0.0102
H (-1.574, 5.650, -5.934)  0.1095
C (-2.166, 4.337, -3.628)  -0.4464
O (1.867, -3.201, 3.798)  0.1258
H (-2.007, 1.718, -4.538)  0.1057
C (-2.948, 2.268, -4.510)  -0.0031
O (1.921, -0.948, -2.163)  0.1825
Tl (0.978, 1.509, 1.694)  0.9873
H (-1.882, 7.259, -5.343)  0.1099
H (4.440, -3.570, 3.780)  0.0940
H (-0.588, -4.421, 4.061)  0.1050
C (4.476, -4.143, 4.706)  -0.0240
O (-1.879, 3.863, -2.477)  0.1436
C (-2.174, 6.216, -5.221)  0.0009
O (0.961, -4.653, 5.415)  0.0199
H (-3.413, 2.135, -3.533)  0.1032
H (5.006, -3.539, 5.442)  0.1107
O (-1.970, 5.644, -3.922)  0.0403
H (-3.610, 1.973, -5.324)  0.1136
H (-0.580, -3.414, 5.632)  0.1110
C (1.980, -4.056, 4.709)  -0.3922
H (-1.039, -5.105, 5.568)  0.1104

***

(4)
The molecule C6H13P at a distorted geometry. Source: OMol25; level of theory: the ωB97M-V functional and the def2-TZVPD basis.

Properties
Kohn-Sham gap   9.01 eV
SMILES   C/P=C(/C)C(C)C
Molecular weight   116.14 g/mol
Energy relative to the best compared isomer or geometry (same formula, charge and spin)   1.581 eV

Last column: Löwdin charge in e.
Positions of all 20 atoms, in Å:
C (-1.697, 0.169, -0.490)  -0.0886
P (1.003, 1.337, 1.492)  0.9393
H (0.996, -1.988, -1.270)  0.0905
H (0.048, -2.052, 1.445)  0.0400
H (-0.497, -2.341, -0.818)  0.0731
H (1.174, 2.201, -0.818)  -0.0355
C (-0.194, -1.074, 1.735)  -0.2042
H (-2.061, 0.752, -1.331)  0.0704
H (-2.337, -0.682, -0.308)  0.0689
H (-1.419, -1.031, 1.787)  0.1340
C (-0.003, -1.528, -1.324)  -0.0826
H (-1.699, 0.893, 0.377)  0.0835
C (1.743, 2.281, 0.019)  -0.3288
H (2.671, 1.769, -0.195)  0.0275
H (-0.196, -1.415, -2.308)  0.0391
C (0.356, -0.068, 0.840)  -0.6141
H (1.930, 3.293, 0.213)  -0.0015
C (-0.202, -0.178, -0.685)  -0.3885
H (0.082, -0.943, 2.865)  0.0939
H (0.302, 0.604, -1.225)  0.0836